DFT (wB97M-V/def2-TZVPD) results for a 9-piece molecular cluster, C18H36Br18 overall in a non-equilibrium geometry.

Element x y z (Å)
Br: 10.3708 0.0105 6.0250
C: 11.6816 0.1276 7.5054
C: 12.4426 1.3874 7.5875
Br: 13.8632 1.3521 8.9927
H: 12.3594 -0.6987 7.2913
H: 11.1733 0.0492 8.4665
H: 11.8514 2.2940 7.7171
H: 12.9760 1.5034 6.6440
Br: 6.4704 -6.5176 7.0952
C: 4.7561 -6.9857 6.1887
C: 4.3258 -5.7655 5.3526
Br: 2.9266 -6.3801 4.1317
H: 4.0525 -7.3901 6.9164
H: 4.8427 -7.8070 5.4773
H: 5.1526 -5.3049 4.8119
H: 3.8410 -5.0611 6.0285
Br: 21.0207 5.4942 10.3188
C: 21.5295 5.7877 12.2403
C: 20.2522 5.6679 13.1091
Br: 20.7357 5.4162 14.9718
H: 22.1685 6.6614 12.3685
H: 22.1974 4.9534 12.4550
H: 19.8596 4.7044 12.7842
H: 19.5049 6.4470 12.9587
Br: 12.1811 -9.5966 4.7251
C: 13.2489 -7.9992 4.2704
C: 13.9884 -7.4332 5.4832
Br: 14.9905 -5.8245 4.8011
H: 12.5585 -7.2739 3.8400
H: 14.0215 -8.2628 3.5480
H: 14.6270 -8.2637 5.7842
H: 13.2962 -7.1177 6.2638
Br: 14.2408 -5.3194 12.9687
C: 15.9240 -4.7208 12.1679
C: 17.1196 -5.5589 12.3641
Br: 16.6516 -7.5130 12.0708
H: 16.1441 -3.7361 12.5802
H: 15.6906 -4.6108 11.1089
H: 17.4993 -5.4898 13.3835
H: 18.0064 -5.2372 11.8181
Br: 1.6222 1.6844 5.0472
C: 2.4914 3.3519 4.3691
C: 3.6548 3.6494 5.2409
Br: 4.5410 5.3658 4.7627
H: 1.7385 4.1353 4.4549
H: 2.8527 3.2174 3.3495
H: 4.3225 2.7880 5.2493
H: 3.3652 3.7671 6.2851
Br: 16.4644 9.3341 3.1709
C: 15.2480 7.8629 2.4985
C: 16.0271 6.5926 2.3095
Br: 14.9578 5.0879 1.5544
H: 14.7169 8.2598 1.6333
H: 14.4770 7.8096 3.2671
H: 16.6372 6.2647 3.1511
H: 16.8223 6.7466 1.5801
Br: 5.9698 -1.8861 12.9895
C: 6.0847 -2.7082 14.7488
C: 4.6855 -2.8737 15.3533
Br: 4.8323 -3.4852 17.2155
H: 6.5715 -1.9959 15.4150
H: 6.5837 -3.6737 14.6649
H: 3.9309 -3.4931 14.8685
H: 4.3061 -1.8638 15.5088
Br: 12.7863 -2.8211 -1.9156
C: 11.2226 -4.0545 -2.0248
C: 10.0594 -3.2314 -1.6509
Br: 8.3672 -4.2949 -1.3136
H: 11.3831 -4.8779 -1.3288
H: 11.1488 -4.5198 -3.0077
H: 9.9644 -2.5190 -2.4704
H: 10.4088 -2.7210 -0.7534

Force components x, y, z for each atom (eV/Å):
Br 0.45 0.43 0.62
C -0.33 -0.82 0.74
C 1.10 1.29 -1.35
Br -0.89 -0.13 -0.61
H -0.24 -0.01 0.37
H -0.35 -0.77 -0.34
H -0.02 -0.26 0.38
H 0.27 0.25 0.19
Br -0.87 -0.47 -0.41
C 0.37 0.05 -0.98
C -0.57 -0.52 1.39
Br 0.22 0.22 0.01
H -0.01 0.80 0.20
H 0.97 -0.08 0.19
H -0.26 -0.25 -0.05
H 0.16 0.26 -0.36
Br 0.29 0.46 0.99
C -0.11 -0.45 0.11
C 0.95 -0.77 -1.24
Br -0.08 0.32 -0.10
H -0.62 0.34 -0.31
H -0.30 -0.12 -0.02
H -0.45 0.20 0.31
H 0.32 0.02 0.26
Br 0.49 0.53 -0.06
C 0.09 0.56 0.02
C -0.63 -0.35 -0.93
Br -0.45 -1.07 0.65
H 0.05 -0.21 0.02
H -0.44 -0.29 -0.15
H 0.50 0.73 0.48
H 0.38 0.10 -0.03
Br 0.48 0.22 0.09
C -0.68 0.89 -0.80
C 0.51 -1.65 1.27
Br 0.85 1.23 -0.08
H -0.22 0.03 -0.01
H -0.02 0.00 0.12
H -0.47 -0.41 0.23
H -0.45 -0.30 -0.84
Br 0.45 0.72 -0.46
C -0.45 0.11 -0.05
C 0.44 -0.12 1.30
Br -0.33 -0.97 0.01
H 0.00 -0.23 -0.29
H -0.54 -0.23 0.01
H 0.55 0.48 -0.36
H -0.12 0.24 -0.15
Br -0.58 -0.92 -0.50
C -0.51 0.71 0.90
C 1.10 -0.12 -0.96
Br 0.36 0.83 0.61
H 0.60 -0.19 -0.25
H 0.28 -0.25 0.15
H -0.90 -0.15 0.47
H -0.35 0.11 -0.41
Br -0.02 -0.14 0.14
C -1.00 -0.44 0.58
C 0.04 0.96 0.40
Br 0.13 -0.22 -0.27
H 0.47 -0.31 -0.34
H 0.22 0.35 -0.05
H 0.49 -0.02 -0.16
H -0.33 -0.19 -0.32
Br -0.51 -0.73 -0.28
C 0.78 -1.51 -0.06
C -0.20 0.48 0.14
Br 1.39 0.86 -0.35
H 0.30 0.26 0.15
H 0.25 0.43 -0.12
H -0.94 0.10 0.32
H -1.08 0.10 0.21

Its net charge is 0. For the total energy, the calculation gives -1280013.584 eV. The HOMO energy is -9.96 eV. As for the SMILES: BrCCBr.BrCCBr.BrCCBr.BrCCBr.BrCCBr.BrCCBr.BrCCBr.BrCCBr.BrCCBr. The value obtained for the energy above the lowest of the compared OMol25 structures with the same formula, charge and spin is 72.0 kcal/mol.

Löwdin atomic charges, in units of e: 0.59, -0.70, -0.68, 0.57, 0.05, 0.06, 0.06, 0.05, 0.57, -0.68, -0.70, 0.61, 0.06, 0.03, 0.05, 0.05, 0.56, -0.65, -0.71, 0.62, 0.06, 0.04, 0.03, 0.06, 0.59, -0.72, -0.64, 0.57, 0.05, 0.05, 0.06, 0.06, 0.58, -0.72, -0.62, 0.52, 0.06, 0.06, 0.06, 0.07, 0.58, -0.67, -0.72, 0.58, 0.06, 0.06, 0.06, 0.05, 0.55, -0.64, -0.69, 0.57, 0.06, 0.05, 0.06, 0.04, 0.61, -0.71, -0.69, 0.59, 0.05, 0.06, 0.06, 0.04, 0.61, -0.68, -0.70, 0.55, 0.06, 0.07, 0.06, 0.04